Below is a 9-piece molecular cluster, C39H104N8O11 overall at a distorted geometry, with properties calculated with ωB97M-V/def2-TZVPD.

**Electronic energy**: -76565.5476 eV
**Max |F|**: 2.03 eV/A
**Charge**: 0
**HOMO-LUMO gap**: 0.33439 Eh

Each line ends with the Mulliken charge.
Element x y z (Å)
C 23.73604 3.42223 25.05485  -0.652
O 23.29496 2.61061 26.12567  -0.321
C 21.90488 2.66225 26.35939  -0.445
C 21.17832 1.71298 25.37892  0.249
C 19.65267 1.89745 25.46713  -0.732
N 21.43963 0.28727 25.71093  -0.768
H 23.51952 4.47854 25.24350  0.264
H 23.16964 3.07582 24.18297  0.284
H 24.78393 3.36144 24.77026  0.293
H 21.71432 2.32964 27.37817  0.140
H 21.49445 3.66364 26.17917  0.459
H 21.43548 1.90831 24.33735  0.677
H 19.40183 2.96451 25.45702  0.109
H 19.43797 1.61682 26.50444  -0.484
H 19.10265 1.34520 24.71416  0.470
H 21.31424 0.14626 26.71817  0.460
H 22.46352 0.35246 25.79395  0.261
C 12.13491 3.07422 27.93427  -0.917
O 12.86369 2.49591 29.01609  0.055
C 12.26019 1.23974 29.30668  -1.153
C 13.17566 0.48031 30.23381  1.416
C 12.59587 -0.89062 30.59499  -2.008
N 13.52492 1.21174 31.48229  -0.323
H 12.51722 4.07364 27.73282  0.310
H 11.07731 3.14990 28.20047  0.479
H 12.27180 2.47684 27.02816  0.050
H 11.24135 1.29566 29.71073  0.301
H 12.20974 0.69584 28.35577  0.439
H 14.12318 0.26506 29.72458  -0.476
H 12.21238 -1.41125 29.71671  0.410
H 11.73880 -0.63859 31.23108  0.672
H 13.29886 -1.51202 31.14321  0.352
H 13.06068 2.10940 31.36498  0.140
H 13.09263 0.73622 32.26646  0.285
C 16.16503 3.64826 24.21968  -0.721
O 15.52098 2.85992 25.18720  0.706
C 16.01562 2.86709 26.52185  0.280
C 15.85465 4.13599 27.37737  1.150
C 16.78665 5.24443 26.89847  -1.498
N 16.11049 3.78257 28.75509  -0.425
H 17.24848 3.65904 24.37005  0.333
H 15.82060 4.68759 24.21178  0.212
H 15.91006 3.28920 23.22095  -0.002
H 15.56928 1.98253 26.97859  -0.026
H 17.09374 2.65549 26.48308  -0.694
H 14.82719 4.52036 27.27936  -0.342
H 16.58089 5.51360 25.86240  0.354
H 17.81785 4.88518 26.83248  0.284
H 16.68856 6.16646 27.46986  0.430
H 16.03740 4.61979 29.32782  0.285
H 15.39290 3.16368 29.12373  -0.073
C 17.18766 -3.24899 28.59170  -0.550
O 16.31648 -3.13006 27.47697  -0.441
C 15.65215 -1.90212 27.36595  -0.353
C 14.86551 -1.87380 26.05972  0.321
C 13.98008 -0.62902 25.95134  -0.594
N 13.97352 -3.05980 25.91777  -0.733
H 18.02486 -2.55793 28.46015  0.159
H 17.55618 -4.27186 28.55171  0.302
H 16.61843 -3.07406 29.50952  0.260
H 15.02478 -1.76483 28.25999  0.257
H 16.33485 -1.04380 27.26072  0.198
H 15.56203 -1.99562 25.22999  0.201
H 13.29162 -0.60181 26.79731  0.304
H 13.39784 -0.76893 25.04708  0.088
H 14.59452 0.26983 25.85544  -0.191
H 14.36162 -3.66372 25.20702  0.295
H 13.98558 -3.58228 26.78613  0.303
C 10.14164 2.82564 20.21323  -0.815
O 11.18246 2.36711 21.03167  -0.275
C 11.19362 2.97757 22.28635  -1.030
C 12.47387 2.55261 23.01492  1.249
C 12.52823 1.03035 23.23390  -0.402
N 12.69289 3.25090 24.28338  -0.373
H 9.17909 2.87355 20.73243  0.333
H 9.97772 2.15514 19.36783  0.251
H 10.34476 3.79942 19.75241  0.273
H 11.23733 4.06892 22.18077  0.393
H 10.40680 2.65738 22.98755  0.489
H 13.32628 2.89528 22.41526  -0.484
H 13.56100 0.75876 23.40362  -0.701
H 12.08772 0.50470 22.38601  0.649
H 11.84515 0.89417 24.07634  0.322
H 11.90248 3.12803 24.91641  0.374
H 13.42445 2.71373 24.74722  -0.276
C 15.80018 3.29114 32.91514  -0.222
O 15.49328 4.65307 32.80758  -0.488
C 14.30070 4.89030 32.10060  0.301
C 14.19277 6.34748 31.76661  0.324
C 12.79108 6.70570 31.29464  -1.564
N 15.09294 6.69869 30.64319  -0.543
H 16.66344 3.00002 33.50991  0.295
H 15.89584 2.83861 31.92294  -0.025
H 14.94908 2.78673 33.39672  0.281
H 14.32651 4.32698 31.15656  -0.446
H 13.46231 4.56990 32.73670  0.443
H 14.45252 7.03917 32.57339  0.261
H 12.54351 6.17980 30.37167  0.259
H 12.76960 7.77997 31.08690  0.442
H 12.00290 6.58485 32.03854  0.404
H 14.85196 7.60462 30.26578  0.192
H 16.07958 6.70599 30.86334  0.246
C 20.52002 8.89369 20.17495  -0.802
O 19.25795 8.38492 19.81709  -0.253
C 19.17783 7.83844 18.53316  -0.391
C 17.76035 7.38291 18.20047  -0.826
N 17.13899 6.39289 19.07660  -0.417
C 17.09784 6.69775 20.50915  -0.605
C 15.93309 5.98230 21.16831  -0.009
O 14.73927 6.37105 20.54275  -0.405
C 13.58637 5.81293 21.13334  -0.779
H 20.75652 8.61898 21.20182  0.245
H 20.52680 9.98398 20.07182  0.259
H 21.33307 8.54175 19.53102  0.353
H 19.88654 7.01937 18.37409  0.388
H 19.34839 8.56901 17.72833  0.349
H 17.82333 6.85139 17.24231  0.378
H 17.09275 8.21582 17.93889  0.335
H 16.16112 6.29769 18.82839  0.254
H 16.98247 7.77944 20.66812  0.305
H 18.01945 6.46315 21.04470  0.300
H 16.00235 6.16913 22.24773  0.241
H 16.05855 4.89539 21.02950  0.127
H 13.44227 6.02317 22.19456  0.312
H 13.51529 4.73380 20.94595  0.268
H 12.76754 6.23109 20.54536  0.356
C 17.51284 -0.35372 32.86975  -0.781
O 18.08726 -0.32953 31.59826  -0.253
C 17.77728 0.82261 30.84837  -0.498
C 18.44803 0.78182 29.47494  0.024
N 19.89866 1.02869 29.50430  -0.332
C 20.58875 0.00644 30.28463  -0.322
C 22.07824 0.01240 29.96683  -0.789
O 22.19655 -0.17647 28.53260  -0.299
C 23.55189 -0.43015 28.24770  -0.988
H 16.42113 -0.38621 32.98158  0.192
H 17.84908 0.52345 33.44313  0.325
H 17.88797 -1.23494 33.39305  0.288
H 18.07200 1.77608 31.30244  0.301
H 16.69276 0.83010 30.67952  0.049
H 17.87563 1.45266 28.82880  0.010
H 18.26622 -0.18367 28.97227  0.181
H 20.23127 0.96807 28.55046  0.053
H 20.20175 -0.99812 30.06936  0.216
H 20.47113 0.16669 31.35476  0.327
H 22.49324 -0.86484 30.47093  0.418
H 22.59527 0.95852 30.13318  0.468
H 23.79249 -1.50338 28.24268  0.327
H 24.30942 -0.00103 28.90922  0.394
H 23.79666 -0.11945 27.23043  0.267
C 15.52490 0.45237 20.87447  -1.157
C 15.11846 -0.74593 21.71842  0.879
C 15.84535 -2.01552 21.30396  -1.480
O 15.57215 -0.46782 23.05939  -0.246
H 15.29106 0.21560 19.83258  0.464
H 16.60002 0.63156 20.94497  0.313
H 15.05584 1.40333 21.13880  0.139
H 14.04419 -0.92578 21.83049  0.084
H 16.89988 -1.82390 21.54688  0.333
H 15.86731 -2.21732 20.23512  0.370
H 15.64266 -2.85349 21.96942  0.340
H 15.60638 0.48600 23.17333  -0.112